(1)
Entry from the Open Molecules 2025 dataset: the molecule C5H8O2 (wB97M-V/def2-TZVPD).

Maximum force ... 0.6 eV/Å
ΔE to the lowest compared entry with this formula, charge and spin ... 38.2 kcal per mole
SMILES string ... C=C(C=O)OCC

Cartesian coordinates (Å):
C  0.75482  0.25023  -1.93854
C  1.10610  -0.46722  -0.64692
C  -1.52968  0.78375  0.52719
C  -0.70620  -0.20624  0.86583
O  -0.04166  -1.03033  -0.00331
C  -0.47264  -0.54276  2.30346
O  -0.96975  0.05568  3.23045
H  0.18997  -0.41625  -2.59691
H  1.66783  0.55950  -2.45951
H  0.15564  1.14480  -1.74400
H  1.62372  0.20903  0.04802
H  1.76374  -1.31685  -0.85173
H  -2.00430  1.35289  1.32080
H  -1.74540  1.02842  -0.50642
H  0.20779  -1.40466  2.45159

(2)
Entry from the Open Molecules 2025 dataset: a structure of composition C5H8O2 in a non-equilibrium geometry (wB97M-V/def2-TZVPD).

Maximum force ... 3.6 eV/Å
ΔE to the lowest compared entry with this formula, charge and spin ... 98.5 kcal per mole

Cartesian coordinates (Å):
C  0.93656  0.58285  0.49978
C  0.20193  1.88930  0.27627
C  0.30908  -0.41607  -1.10574
C  -0.51246  -1.38125  -0.50437
C  -0.43585  -1.35602  0.88023
O  -1.37969  -2.19844  -1.19129
O  0.37480  0.16231  -2.15051
H  -1.65345  -1.73957  -2.00144
H  0.98832  0.36622  1.56532
H  1.97668  0.58474  0.17321
H  -1.31807  -1.64561  1.45205
H  0.47855  -1.53367  1.42431
H  0.57591  2.65296  0.96653
H  0.32870  2.25882  -0.74128
H  -0.87099  1.77342  0.45690

(3)
Entry from the Open Molecules 2025 dataset: a cluster of 2 separate species, C5H8O2 in total in a non-equilibrium geometry (wB97M-V/def2-TZVPD).

Maximum force ... 1.1 eV/Å
ΔE to the lowest compared entry with this formula, charge and spin ... 55.2 kcal per mole
SMILES string ... C=C1CC(=O)C1.O

Cartesian coordinates (Å):
O  -0.60170  2.66019  -0.21546
C  0.33732  0.90290  1.11704
C  0.06800  -0.05242  0.23440
C  -1.03638  -1.09815  0.22674
C  -0.10341  -1.93368  -0.66159
O  -0.18398  -3.02771  -1.14438
C  0.97524  -0.83896  -0.70001
H  0.28147  3.00872  -0.38701
H  1.29106  1.42589  1.11405
H  -0.38272  1.22349  1.86325
H  -0.54897  1.73437  -0.52239
H  -1.19417  -1.52243  1.22292
H  -2.01554  -0.88540  -0.22091
H  1.91358  -1.12534  -0.21711
H  1.20020  -0.47149  -1.70952

(4)
Entry from the Open Molecules 2025 dataset: the molecule C5H8O2 in a non-equilibrium geometry (wB97M-V/def2-TZVPD).

Maximum force ... 1.3 eV/Å
ΔE to the lowest compared entry with this formula, charge and spin ... 35.3 kcal per mole
SMILES string ... C[C@@]1(O)CCC1=O

Cartesian coordinates (Å):
C  1.69389  -0.03319  -0.64331
C  0.19470  -0.37586  -0.42063
O  0.06913  -1.68123  -0.91212
C  -0.15449  -0.11470  1.07998
C  -1.14000  1.01810  0.75260
C  -1.23525  0.44265  -0.63111
O  -2.20664  0.26967  -1.32267
H  2.25511  -0.82887  -0.12033
H  2.02820  -0.07257  -1.68344
H  2.02087  0.90697  -0.18656
H  -0.86513  -1.81829  -1.11378
H  -0.65175  -0.99283  1.49670
H  0.69135  0.18038  1.70141
H  -2.04796  1.10952  1.35390
H  -0.65202  1.99025  0.64937